Here is a molecular structure, C13H17IN5O5S2Tm from OMol25. Energies are from ωB97M-V/def2-TZVPD.

Atoms and positions in Å:
Tm 0.138 0.344 0.069
O -1.778 -1.410 0.260
C -2.729 -1.037 1.290
C -2.167 -0.214 2.426
N -0.730 -0.055 2.423
C -0.345 0.991 3.363
C 0.880 1.719 2.775
O 1.697 2.238 3.504
O 0.954 1.787 1.481
C 0.018 -1.270 2.845
C 0.424 -2.122 1.605
O -0.088 -3.243 1.447
O 1.136 -1.426 0.770
H -1.397 -2.303 0.602
H -3.132 -1.953 1.715
H -3.533 -0.436 0.740
H -2.429 -0.622 3.376
H -2.552 0.805 2.355
H 0.009 0.509 4.331
H -1.149 1.756 3.516
H -0.539 -1.853 3.557
H 0.937 -0.967 3.295
N -2.135 -1.680 -2.495
C -0.947 -1.355 -3.011
N 0.002 -0.781 -2.301
C 1.091 -0.527 -3.114
C 0.928 -0.850 -4.440
S -0.639 -1.439 -4.746
C 2.223 0.144 -2.507
C 3.418 0.550 -3.049
S 4.418 1.506 -2.018
C 3.158 1.407 -0.827
N 2.098 0.655 -1.193
N 3.271 2.142 0.277
H -2.276 -1.709 -1.489
H -2.788 -2.114 -3.096
H 1.496 -0.525 -5.279
H 3.721 0.245 -4.061
H 4.100 2.689 0.380
H 2.429 2.173 0.889
I -0.731 3.208 -2.269
C -1.702 1.625 -1.119
H -2.335 2.226 -0.445
H -2.427 1.171 -1.834

The frontier orbital gap (spin up / spin down) comes out at 7.87 / 7.88 eV. The charge is 0. The calculation puts the molar mass at 683.28 g/mol. The multiplicity is 3. The calculation puts the lowest unoccupied orbital energy (spin up / spin down) at 0.0085 / 0.0085 Eh. The energy relative to the best compared isomer or geometry (same formula, charge and spin) comes out at 0.00 kJ/mol. The total energy is -90750.043 eV.



Here is a gas-phase ion, C13H17N2 (charge +1) from OMol25. Energies are from ωB97M-V/def2-TZVPD.

Atoms and positions in Å:
C -0.850 1.440 -1.397
C 0.019 2.464 -1.758
C 1.814 1.098 -0.912
C 0.997 0.142 -0.474
C -0.456 0.317 -0.683
C 1.427 2.290 -1.594
C 1.755 -0.969 0.369
C -1.579 -0.392 0.330
C -1.820 -1.179 -2.078
C -1.657 -2.094 2.059
C -0.562 -0.020 2.463
C 0.574 -1.792 1.051
C -0.725 -1.070 1.398
N -1.407 -0.832 -0.904
N 2.272 3.246 -1.935
H -1.883 1.604 -1.538
H -0.201 3.357 -2.285
H 2.806 0.876 -0.414
H 2.442 -0.516 0.986
H -2.749 -1.860 -2.138
H -1.547 -0.732 -3.055
H -2.688 -1.645 1.851
H -1.934 -3.091 1.606
H -1.553 -2.199 3.135
H -0.222 -0.430 3.396
H -1.532 0.330 2.551
H 0.183 0.680 2.150
H 1.093 -2.243 1.881
H 2.354 -1.514 -0.332
H 0.475 -2.707 0.369
H 1.879 4.055 -2.351
H 3.276 3.388 -1.745

The frontier orbital gap (spin up / spin down) comes out at 7.59 / 7.59 eV. The charge is +1. The calculation puts the molar mass at 201.29 g/mol. The multiplicity is 1. The calculation puts the lowest unoccupied orbital energy (spin up / spin down) at -0.1602 / -0.1602 Eh. The energy relative to the best compared isomer or geometry (same formula, charge and spin) comes out at 707.61 kJ/mol. The total energy is -16724.921 eV.